<a>
Here is a 2-piece molecular cluster, C5H16BN2O overall from the OMol25 dataset. Energies are from the ωB97M-V functional and the def2-TZVPD basis.

Each atom is followed by the atoms it is bonded to, with distances in Å.
Element x y z (Å)
1 B 0.734 2.649 0.749  C2 1.596, N7 1.419, O9 1.433
2 C 1.907 3.164 1.700  B1 1.596, H10 1.042, H11 1.051, H12 1.023
3 C -1.517 -1.286 -1.532  C6 1.471, H13 1.008, H14 1.041, H15 1.067
4 C -0.088 -1.419 0.459  C6 1.553, H16 1.121, H17 1.135, H18 1.133
5 C -0.243 0.750 -0.849  C6 1.323, O9 1.492, H20 1.051
6 C -0.668 -0.485 -0.638  C3 1.471, C4 1.553, C5 1.323
7 N -0.365 3.468 0.380  B1 1.419, H19 1.040, H21 0.979
8 N -0.535 -4.480 -0.659  H22 1.009, H23 1.004, H24 1.027
9 O 0.723 1.370 0.103  B1 1.433, C5 1.492, H25 0.959
10 H 2.605 2.410 1.872  C2 1.042
11 H 1.651 3.443 2.680  C2 1.051
12 H 2.351 3.992 1.294  C2 1.023
13 H -2.465 -1.275 -1.189  C3 1.008
14 H -1.595 -0.801 -2.450  C3 1.041
15 H -1.050 -2.234 -1.682  C3 1.067
16 H 1.024 -1.541 0.402  C4 1.121
17 H -0.276 -0.821 1.405  C4 1.135
18 H -0.694 -2.358 0.275  C4 1.133
19 H -1.152 3.047 -0.154  N7 1.040
20 H -0.414 1.552 -1.507  C5 1.051
21 H -0.645 4.259 0.885  N7 0.979
22 H 0.177 -4.534 -1.372  N8 1.009
23 H -1.000 -5.362 -0.765  N8 1.004
24 H -0.039 -4.516 0.239  N8 1.027
25 H 1.574 1.006 0.355  O9 0.959

Total charge: +1
Molecular weight in g/mol: 131.008

Mulliken population analysis, charges in e, atoms 1 to 4:
1. B 0.36
2. C -1.03
3. C -1.71
4. C -1.15

<b>
Here is an isolated ion of composition C5H16BN2O and charge +1 from the OMol25 dataset. Energies are from the ωB97M-V functional and the def2-TZVPD basis.

Each atom is followed by the atoms it is bonded to, with distances in Å.
Element x y z (Å)
1 C 2.993 -0.945 -0.373  B2 1.639, H10 1.153, H11 1.039, H12 1.113
2 B 1.807 0.090 0.082  C1 1.639, O3 1.255, N4 1.723
3 O 1.627 1.147 0.735  B2 1.255, H13 1.017
4 N 0.356 -0.106 -0.827  B2 1.723, C5 1.467, H14 1.013, H15 1.048
5 C -0.871 -0.203 -0.028  N4 1.467, C6 1.538, C7 1.479, C8 1.492
6 C -1.590 -1.470 -0.518  C5 1.538, H16 1.025, H17 1.159, H18 1.097
7 C -0.547 -0.613 1.356  C5 1.479, H19 1.133, H20 1.118, H21 1.097
8 C -1.550 1.092 -0.325  C5 1.492, N9 1.474, H22 1.146, H23 1.071
9 N -0.682 2.275 -0.471  C8 1.474, H24 1.047, H25 1.027
10 H 3.902 -1.106 0.318  C1 1.153
11 H 3.104 -0.707 -1.379  C1 1.039
12 H 2.576 -1.975 -0.295  C1 1.113
13 H 2.084 1.475 1.583  O3 1.017
14 H 0.466 -1.013 -1.264  N4 1.013
15 H 0.217 0.680 -1.506  N4 1.048
16 H -2.321 -1.666 0.174  C6 1.025
17 H -2.051 -1.263 -1.561  C6 1.159
18 H -0.786 -2.216 -0.520  C6 1.097
19 H -0.174 -1.678 1.259  C7 1.133
20 H 0.342 -0.079 1.773  C7 1.118
21 H -1.371 -0.447 2.060  C7 1.097
22 H -2.296 1.392 0.491  C8 1.146
23 H -2.192 0.961 -1.172  C8 1.071
24 H -0.284 2.460 0.480  N9 1.047
25 H -1.131 3.118 -0.846  N9 1.027

Structure (SMILES): CB(O)[NH2+]C(C)(C)CN
Total charge: +1
Molecular weight in g/mol: 131.008

Mulliken population analysis, charges in e, atoms 1 to 4:
1. C -1.00
2. B 0.27
3. O -0.33
4. N -0.19

Which structure is the most stable? The one labeled <b>.

<a>
Here is an isolated ion of composition C4H4NO and charge +1 from the OMol25 dataset. Energies are from the ωB97M-V functional and the def2-TZVPD basis.

Each atom is followed by the atoms it is bonded to, with distances in Å.
Element x y z (Å)
1 C 1.741 1.189 0.193  C3 1.423, C4 1.432, H10 1.243
2 C -0.556 -1.458 0.205  N5 1.227, H7 1.090, H8 1.068
3 C 0.440 0.680 -0.080  C1 1.423, N5 1.236, H9 1.052
4 C 2.619 0.070 0.027  C1 1.432, O6 1.121
5 N -0.017 -0.455 -0.253  C2 1.227, C3 1.236
6 O 3.085 -0.911 -0.249  C4 1.121
7 H -0.652 -1.539 1.287  C2 1.090
8 H -0.776 -2.324 -0.381  C2 1.068
9 H -0.206 1.391 -0.512  C3 1.052
10 H 1.518 2.402 0.349  C1 1.243

Total charge: +1
Molecular weight in g/mol: 82.082

Mulliken population analysis, charges in e, atoms 1 to 4:
1. C -0.65
2. C -0.18
3. C 0.14
4. C 0.63

<b>
Here is an isolated ion of composition C4H4NO and charge +1 from the OMol25 dataset. Energies are from the ωB97M-V functional and the def2-TZVPD basis.

Each atom is followed by the atoms it is bonded to, with distances in Å.
Element x y z (Å)
1 C 1.330 0.438 0.001  C2 1.363, C3 1.423, H7 1.105
2 C 0.140 1.101 0.041  C1 1.363, C4 1.446, H8 1.152
3 C 0.999 -0.946 0.042  C1 1.423, O6 1.353, H9 1.080
4 C -0.897 0.094 -0.023  C2 1.446, N5 1.603, O6 1.345
5 N -2.499 0.060 0.008  C4 1.603, H10 1.053
6 O -0.339 -1.130 -0.031  C3 1.353, C4 1.345
7 H 2.281 0.994 0.085  C1 1.105
8 H 0.115 2.245 0.171  C2 1.152
9 H 1.475 -1.868 -0.260  C3 1.080
10 H -2.606 -0.987 -0.033  N5 1.053

Total charge: +1
Molecular weight in g/mol: 82.082

Mulliken population analysis, charges in e, atoms 1 to 4:
1. C -0.14
2. C -0.14
3. C -0.11
4. C 0.40

<c>
Here is an isolated ion of composition C4H4NO and charge +1 from the OMol25 dataset. Energies are from the ωB97M-V functional and the def2-TZVPD basis.

Each atom is followed by the atoms it is bonded to, with distances in Å.
Element x y z (Å)
1 C 1.335 -1.052 -0.068  C2 1.256, C6 1.341
2 C 1.677 0.150 0.054  C1 1.256, O3 1.249
3 O 1.262 1.325 0.149  C2 1.249, C4 1.509
4 C -0.207 1.031 -0.036  O3 1.509, N5 1.460, H7 1.198, H8 1.081
5 N -0.689 -0.320 0.231  C4 1.460, C6 1.358, H9 0.996
6 C 0.059 -1.442 0.070  C1 1.341, N5 1.358, H10 1.108
7 H -0.450 1.258 -1.187  C4 1.198
8 H -0.835 1.667 0.572  C4 1.081
9 H -1.657 -0.223 0.015  N5 0.996
10 H -0.495 -2.393 0.199  C6 1.108

Structure (SMILES): C1#COC[NH+]=C1
Total charge: +1
Molecular weight in g/mol: 82.082

Mulliken population analysis, charges in e, atoms 1 to 4:
1. C -0.32
2. C 0.55
3. O -0.20
4. C -0.36

Which structure is the most stable? The one labeled <a>.

<a>
Here is a 2-piece molecular cluster, C4H10NO2S overall from the OMol25 dataset. Energies are from the ωB97M-V functional and the def2-TZVPD basis.

Each atom is followed by the atoms it is bonded to, with distances in Å.
Element x y z (Å)
1 N 0.931 -1.083 -3.069  C2 1.394, H5 1.006, H6 1.005
2 C 1.076 -0.541 -1.793  N1 1.394, O3 1.295, O4 1.231
3 O 0.594 0.658 -1.706  C2 1.295
4 O 1.630 -1.217 -0.928  C2 1.231
5 H 1.542 -1.840 -3.326  N1 1.006
6 H 0.725 -0.456 -3.828  N1 1.005
7 H -0.245 0.944 -0.689  S11 1.577
8 C -0.541 -1.438 1.850  C9 1.530, H12 1.102, H13 1.090, H14 1.089
9 C 0.195 -0.137 2.175  C8 1.530, C10 1.523, H15 1.097, H16 1.092
10 C -0.696 1.083 1.983  C9 1.523, S11 1.798, H17 1.096, H18 1.098
11 S -1.376 1.332 0.338  H7 1.577, C10 1.798
12 H -1.352 -1.582 2.581  C8 1.102
13 H 0.073 -2.339 1.846  C8 1.090
14 H -1.042 -1.360 0.886  C8 1.089
15 H 0.538 -0.244 3.212  C9 1.097
16 H 1.061 -0.091 1.512  C9 1.092
17 H -0.145 1.962 2.335  C10 1.096
18 H -1.584 0.972 2.620  C10 1.098

Total charge: -1
Molecular weight in g/mol: 136.196

Mulliken population analysis, charges in e, atoms 1 to 4:
1. N -0.48
2. C 0.67
3. O -0.69
4. O -0.66

<b>
Here is a 2-piece molecular cluster, C4H10NO2S overall from the OMol25 dataset. Energies are from the ωB97M-V functional and the def2-TZVPD basis.

Each atom is followed by the atoms it is bonded to, with distances in Å.
Element x y z (Å)
1 C 0.701 -0.887 0.945  N2 1.533, C5 1.631, H8 1.111, H9 1.204
2 N -0.547 -1.696 1.314  C1 1.533, C3 1.374, H10 1.060
3 C -1.155 -2.319 0.251  N2 1.374, O4 1.215, H11 1.117
4 O -2.302 -2.602 0.536  C3 1.215
5 C 1.033 -0.672 -0.637  C1 1.631, C6 1.558, H12 1.074, H13 1.056
6 C 0.401 0.456 -1.507  C5 1.558, S7 1.825, H14 1.086, H15 1.135
7 S 1.199 2.087 -1.329  C6 1.825
8 H 0.535 0.056 1.507  C1 1.111
9 H 1.683 -1.504 1.269  C1 1.204
10 H -1.189 -1.181 1.982  N2 1.060
11 H -0.571 -2.697 -0.623  C3 1.117
12 H 2.101 -0.563 -0.657  C5 1.074
13 H 1.079 -1.634 -1.068  C5 1.056
14 H 0.386 0.202 -2.563  C6 1.086
15 H -0.726 0.472 -1.379  C6 1.135
16 H 0.302 2.302 1.576  O18 1.077
17 H -0.873 2.663 0.655  O18 0.958
18 O -0.692 2.715 1.594  H16 1.077, H17 0.958

Total charge: -1
Molecular weight in g/mol: 136.196

Mulliken population analysis, charges in e, atoms 1 to 4:
1. C -0.16
2. N -0.21
3. C 0.13
4. O -0.61

Which structure is the most stable? The one labeled <a>.

<a>
Here is the molecule C18H27N5 from the OMol25 dataset. Energies are from the ωB97M-V functional and the def2-TZVPD basis.

Each atom is followed by the atoms it is bonded to, with distances in Å.
Element x y z (Å)
1 C 4.569 -1.981 -1.851  C2 1.507, H24 1.085, H25 1.084, H26 1.055
2 C 3.445 -2.325 -0.907  C1 1.507, C3 1.520, H27 1.109, H28 1.159
3 C 2.180 -1.510 -1.125  C2 1.520, N4 1.288, C12 1.503
4 N 1.592 -1.119 -2.202  C3 1.288, N5 1.392
5 N 0.375 -0.523 -1.880  N4 1.392, C6 1.445, C11 1.340
6 C -0.708 -0.206 -2.783  N5 1.445, C7 1.547, C10 1.472, H29 1.108
7 C -0.590 1.279 -3.201  C6 1.547, C8 1.486, H30 1.095, H31 1.082
8 C 0.137 1.302 -4.496  C7 1.486, C9 1.490, H32 1.045, H33 1.060
9 C 0.451 -0.112 -4.849  C8 1.490, C10 1.495, H34 1.084, H35 1.040
10 C -0.508 -0.932 -4.048  C6 1.472, C9 1.495, H36 1.092, H37 1.057
11 C 0.244 -0.417 -0.551  N5 1.340, C12 1.352, C16 1.512
12 C 1.299 -1.056 0.004  C3 1.503, C11 1.352, C13 1.566
13 C 1.625 -0.908 1.528  C12 1.566, C14 1.529, H38 1.086, H39 0.977
14 C 0.335 -0.801 2.342  C13 1.529, N15 1.505, H40 1.064, H41 1.108
15 N -0.694 0.104 1.721  C14 1.505, C16 1.386, C19 1.349
16 C -0.818 0.183 0.343  C11 1.512, N15 1.386, N17 1.330
17 N -1.821 0.966 -0.045  C16 1.330, N18 1.394
18 N -2.396 1.380 1.155  N17 1.394, C19 1.321
19 C -1.682 0.910 2.162  N15 1.349, N18 1.321, C20 1.490
20 C -2.150 1.198 3.547  C19 1.490, C21 1.500, C22 1.502, C23 1.515
21 C -3.602 1.571 3.540  C20 1.500, H42 1.091, H43 1.138, H44 1.147
22 C -1.464 2.474 3.944  C20 1.502, H45 1.074, H46 1.081, H47 1.102
23 C -1.990 0.113 4.592  C20 1.515, H48 1.118, H49 0.976, H50 1.123
24 H 5.310 -2.763 -1.728  C1 1.085
25 H 4.154 -1.894 -2.849  C1 1.084
26 H 4.956 -1.041 -1.568  C1 1.055
27 H 3.659 -2.220 0.176  C2 1.109
28 H 3.094 -3.421 -1.045  C2 1.159
29 H -1.688 -0.480 -2.346  C6 1.108
30 H -1.566 1.776 -3.234  C7 1.095
31 H -0.080 1.887 -2.465  C7 1.082
32 H 0.921 1.991 -4.530  C8 1.045
33 H -0.461 1.586 -5.324  C8 1.060
34 H 1.508 -0.344 -4.790  C9 1.084
35 H 0.199 -0.359 -5.828  C9 1.040
36 H -0.055 -1.908 -3.864  C10 1.092
37 H -1.387 -1.067 -4.619  C10 1.057
38 H 2.229 -0.028 1.725  C13 1.086
39 H 2.178 -1.674 1.776  C13 0.977
40 H 0.583 -0.469 3.322  C14 1.064
41 H -0.118 -1.803 2.478  C14 1.108
42 H -4.038 0.621 3.232  C21 1.091
43 H -3.946 2.342 2.776  C21 1.138
44 H -3.933 1.871 4.596  C21 1.147
45 H -0.426 2.202 3.880  C22 1.074
46 H -1.751 3.331 3.353  C22 1.081
47 H -1.537 2.595 5.037  C22 1.102
48 H -0.961 0.085 5.030  C23 1.118
49 H -2.125 -0.822 4.348  C23 0.976
50 H -2.547 0.416 5.519  C23 1.123

Structure (SMILES): CCc1nn(C2CCCC2)c2c1CCn1c-2nnc1C(C)(C)C
Molecular weight in g/mol: 313.449

Mulliken population analysis, charges in e, atoms 1 to 4:
1. C -1.22
2. C -0.26
3. C -0.27
4. N -0.86

<b>
Here is the molecule C18H27N5 from the OMol25 dataset. Energies are from the ωB97M-V functional and the def2-TZVPD basis.

Each atom is followed by the atoms it is bonded to, with distances in Å.
Element x y z (Å)
1 C 3.936 -1.706 -1.904  C2 1.547, H24 1.076, H25 1.133, H26 1.046
2 C 4.049 -0.577 -0.853  C1 1.547, C3 1.477, H27 1.085, H28 1.109
3 C 2.674 -0.038 -0.803  C2 1.477, N4 1.331, C12 1.479
4 N 2.300 1.069 -1.440  C3 1.331, N5 1.403
5 N 0.916 1.055 -1.209  N4 1.403, C6 1.532, C11 1.352
6 C 0.150 2.321 -1.608  N5 1.532, C7 1.596, C10 1.578, H29 1.125
7 C 0.234 2.377 -3.201  C6 1.596, C8 1.515, H30 1.069, H31 1.099
8 C 1.345 3.374 -3.462  C7 1.515, C9 1.448, H32 1.091, H33 1.115
9 C 1.015 4.397 -2.492  C8 1.448, C10 1.531, H34 1.030, H35 1.154
10 C 0.879 3.648 -1.164  C6 1.578, C9 1.531, H36 1.047, H37 1.110
11 C 0.466 -0.028 -0.536  N5 1.352, C12 1.305, C16 1.454
12 C 1.531 -0.616 -0.063  C3 1.479, C11 1.305, C13 1.479
13 C 1.480 -1.743 0.894  C12 1.479, C14 1.572, H38 1.063, H39 1.064
14 C 0.125 -1.815 1.688  C13 1.572, N15 1.477, H40 1.097, H41 1.059
15 N -1.035 -1.198 1.013  C14 1.477, C16 1.389, C19 1.378
16 C -0.873 -0.328 -0.057  C11 1.454, N15 1.389, N17 1.371
17 N -2.084 0.174 -0.461  C16 1.371, N18 1.380
18 N -3.021 -0.285 0.442  N17 1.380, C19 1.327
19 C -2.377 -1.066 1.299  N15 1.378, N18 1.327, C20 1.503
20 C -3.082 -1.657 2.488  C19 1.503, C21 1.521, C22 1.544, C23 1.554
21 C -4.576 -1.368 2.473  C20 1.521, H42 1.088, H43 1.067, H44 1.099
22 C -2.424 -1.042 3.742  C20 1.544, H45 1.093, H46 1.124, H47 1.112
23 C -2.963 -3.205 2.427  C20 1.554, H48 1.086, H49 1.065, H50 1.110
24 H 3.024 -2.278 -1.915  C1 1.076
25 H 4.053 -1.230 -2.925  C1 1.133
26 H 4.753 -2.358 -1.874  C1 1.046
27 H 4.815 0.136 -1.135  C2 1.085
28 H 4.360 -0.956 0.141  C2 1.109
29 H -0.914 2.344 -1.244  C6 1.125
30 H -0.684 2.591 -3.705  C7 1.069
31 H 0.592 1.438 -3.644  C7 1.099
32 H 2.336 2.926 -3.364  C8 1.091
33 H 1.254 3.653 -4.538  C8 1.115
34 H 0.080 4.754 -2.736  C9 1.030
35 H 1.737 5.278 -2.306  C9 1.154
36 H 0.290 4.146 -0.455  C10 1.047
37 H 1.830 3.345 -0.679  C10 1.110
38 H 1.586 -2.698 0.439  C13 1.063
39 H 2.345 -1.618 1.499  C13 1.064
40 H -0.078 -2.879 1.862  C14 1.097
41 H 0.360 -1.398 2.633  C14 1.059
42 H -5.023 -1.522 3.452  C21 1.088
43 H -5.021 -1.909 1.668  C21 1.067
44 H -4.775 -0.319 2.212  C21 1.099
45 H -1.351 -1.199 3.875  C22 1.093
46 H -2.549 0.060 3.565  C22 1.124
47 H -2.950 -1.312 4.684  C22 1.112
48 H -1.913 -3.457 2.551  C23 1.086
49 H -3.316 -3.553 1.485  C23 1.065
50 H -3.508 -3.730 3.239  C23 1.110

Structure (SMILES): CCc1nn(C2CCCC2)c2c1CCn1c-2nnc1C(C)(C)C
Molecular weight in g/mol: 313.449

Mulliken population analysis, charges in e, atoms 1 to 4:
1. C -1.23
2. C -0.70
3. C -0.22
4. N -0.84

Which structure is the most stable? The one labeled <b>.